[1]
CH6NOPS | wB97M-V/def2-TZVPD

Calculated values
E_HOMO ... -9.403 eV
LUMO level ... -1.615 eV
Relative energy (zero: lowest compared OMol25 entry of this formula, charge and spin) ... 54.43 kcal/mol
SMILES string ... CP(=O)=S.N

The geometry in ORCA input format:
```
! RIJCOSX wB97M-V def2-TZVPD def2/J DEFGRID3
* xyz 0 1
C -0.362 -0.742 0.796
N 0.536 1.898 0.181
O -1.458 -0.819 -1.877
P -0.345 -1.186 -1.067
S 0.658 -2.964 -1.238
H -1.473 -0.601 0.830
H 0.036 -1.592 1.364
H 0.161 0.208 0.975
H 0.628 1.031 -0.221
H 1.220 2.231 0.791
H 0.398 2.537 -0.534
*
```

These are the Mulliken partial charges, in e, on atoms 1 to 8: atom 1 (C): -0.789, atom 2 (N): -0.563, atom 3 (O): -0.484, atom 4 (P): 0.639, atom 5 (S): -0.331, atom 6 (H): 0.283, atom 7 (H): 0.314, atom 8 (H): 0.420



[2]
CH6NPS | wB97M-V/def2-TZVPD

Calculated values
E_HOMO ... -8.822 eV
LUMO level ... -0.754 eV
Relative energy (zero: lowest compared OMol25 entry of this formula, charge and spin) ... 78.37 kcal/mol

The geometry in ORCA input format:
```
! RIJCOSX wB97M-V def2-TZVPD def2/J DEFGRID3
* xyz 0 1
C -0.374 -0.310 -1.010
N 1.388 -1.604 0.441
P 0.566 -0.237 0.565
S 1.769 1.441 0.436
H 0.368 -0.758 -1.782
H -1.021 -1.132 -0.952
H -0.584 0.748 -1.344
H 2.219 -1.699 0.976
H -0.513 0.273 2.398
H 1.085 2.383 1.218
*
```

These are the Mulliken partial charges, in e, on atoms 1 to 8: atom 1 (C): -0.863, atom 2 (N): -0.628, atom 3 (P): 0.351, atom 4 (S): -0.288, atom 5 (H): 0.293, atom 6 (H): 0.347, atom 7 (H): 0.314, atom 8 (H): 0.219



[3]
CH6O | wB97M-V/def2-TZVPD

Calculated values
E_HOMO ... -11.673 eV
LUMO level ... 0.891 eV
Relative energy (zero: lowest compared OMol25 entry of this formula, charge and spin) ... 4.48 kcal/mol
SMILES string ... C.O

The geometry in ORCA input format:
```
! RIJCOSX wB97M-V def2-TZVPD def2/J DEFGRID3
* xyz 0 1
C 1.069 0.155 0.884
H -2.363 -0.263 -2.003
H -0.981 -0.061 -1.447
H 1.930 -0.543 0.586
H 0.104 -0.040 0.342
H 1.263 1.218 0.841
H 0.854 -0.176 1.951
O -1.875 -0.290 -1.154
*
```

Formally, the Mulliken partial charges of the atoms, in units of the elementary charge, are as follows: atom 1 (C): -0.606, atom 2 (H): 0.315, atom 3 (H): 0.292, atom 4 (H): 0.217, atom 5 (H): -0.043, atom 6 (H): 0.236, atom 7 (H): 0.233, atom 8 (O): -0.644



[4]
CH6O2 | wB97M-V/def2-TZVPD

Calculated values
E_HOMO ... -9.986 eV
LUMO level ... 0.544 eV
Relative energy (zero: lowest compared OMol25 entry of this formula, charge and spin) ... 2.46 kcal/mol
SMILES string ... CO.O

The geometry in ORCA input format:
```
! RIJCOSX wB97M-V def2-TZVPD def2/J DEFGRID3
* xyz 0 1
O -0.147 0.748 1.191
C 1.178 0.406 0.759
H -0.771 0.227 0.644
H 1.211 -0.654 0.458
H 1.900 0.561 1.578
H 1.482 1.026 -0.100
O -1.676 -0.464 -1.259
H -0.939 -0.586 -1.899
H -2.237 -1.264 -1.372
*
```

These are the Mulliken partial charges, in e, on atoms 1 to 8: atom 1 (O): -0.492, atom 2 (C): -0.511, atom 3 (H): 0.330, atom 4 (H): 0.222, atom 5 (H): 0.235, atom 6 (H): 0.222, atom 7 (O): -0.661, atom 8 (H): 0.327



[5]
CH6O4P | wB97M-V/def2-TZVPD

Calculated values
E_HOMO ... -15.880 eV
LUMO level ... -4.030 eV
Relative energy (zero: lowest compared OMol25 entry of this formula, charge and spin) ... 18.67 kcal/mol

The geometry in ORCA input format:
```
! RIJCOSX wB97M-V def2-TZVPD def2/J DEFGRID3
* xyz 1 1
C -1.427 0.846 -0.894
O 1.573 0.705 0.727
O 0.706 -1.415 1.677
O 1.029 -1.168 -0.865
O -1.109 -0.120 0.162
P 0.625 -0.485 0.446
H -2.479 0.727 -0.691
H -1.104 0.269 -1.879
H -0.962 1.918 -0.857
H 1.984 0.895 1.573
H -0.047 -1.606 2.218
H 1.209 -0.566 -1.616
*
```

These are the Mulliken partial charges, in e, on atoms 1 to 8: atom 1 (C): -0.528, atom 2 (O): -0.414, atom 3 (O): -0.407, atom 4 (O): -0.381, atom 5 (O): -0.302, atom 6 (P): 1.075, atom 7 (H): 0.242, atom 8 (H): 0.270



[6]
CH6OP2 | wB97M-V/def2-TZVPD

Calculated values
E_HOMO ... -6.853 eV
LUMO level ... -0.005 eV
Relative energy (zero: lowest compared OMol25 entry of this formula, charge and spin) ... 92.60 kcal/mol

The geometry in ORCA input format:
```
! RIJCOSX wB97M-V def2-TZVPD def2/J DEFGRID3
* xyz 0 1
C 1.446 0.051 -1.551
O 0.682 -0.371 -0.710
P -0.881 0.030 0.912
P 0.541 1.141 1.919
H 1.711 1.114 -1.617
H 1.872 -0.570 -2.343
H -1.776 0.510 -0.106
H -0.779 -1.261 0.260
H -1.887 -0.039 2.032
H 0.478 0.179 2.820
*
```

These are the Mulliken partial charges, in e, on atoms 1 to 8: atom 1 (C): -0.103, atom 2 (O): -0.401, atom 3 (P): -0.030, atom 4 (P): -0.174, atom 5 (H): 0.219, atom 6 (H): 0.257, atom 7 (H): 0.087, atom 8 (H): 0.112